Record 1
This record from the Open Molecules 2025 dataset describes a cluster of 2 separate species, C6H12N3S in total in a non-equilibrium geometry. The level of theory is ωB97M-V/def2-TZVPD.

The geometry in XYZ format:
```
22
Properties=species:S:1:pos:R:3:nbo_charge:R:1
S 0.226 -1.988 -1.107 -0.04
N -2.295 3.265 0.587 -0.37
N -0.602 -0.829 1.688 -0.70
N -1.514 1.273 1.309 -0.39
C 1.947 -2.314 -1.563 -0.49
C -2.415 2.437 1.511 0.24
C -1.086 1.463 -0.044 -0.10
C 2.810 -1.110 -1.352 -0.62
C -1.351 0.159 2.014 0.43
C -1.526 2.669 -0.372 -0.02
H -0.479 0.807 -0.531 0.22
H -0.419 -1.190 0.725 0.43
H 2.163 -3.200 -0.995 0.23
H -1.169 3.210 -1.232 0.24
H 3.823 -1.306 -1.138 0.24
H 2.004 -2.624 -2.616 0.23
H 2.723 -0.517 -2.203 0.22
H -1.739 0.252 2.999 0.23
H 0.387 -0.789 -1.814 0.14
H -3.305 2.463 2.220 0.25
H 2.399 -0.520 -0.501 0.20
H -0.583 -1.612 2.414 0.44
```

The total charge is +1. The largest force on an atom is 3.51 eV/A. The HOMO-LUMO gap comes out at 8.574 eV.

Record 2
This record from the Open Molecules 2025 dataset describes a structure of composition C3HClO in a non-equilibrium geometry. The level of theory is ωB97M-V/def2-TZVPD.

The geometry in XYZ format:
```
6
Properties=species:S:1:pos:R:3:nbo_charge:R:1
Cl -1.854 -0.628 1.164 0.25
O -0.137 1.301 0.909 -0.61
C 0.332 0.579 0.056 0.28
C -1.154 -0.702 -0.246 0.09
C 1.309 0.096 -0.567 -0.22
H 1.504 -0.646 -1.315 0.22
```

The largest force on an atom is 4.11 eV/A. The HOMO-LUMO gap (spin up / spin down) comes out at 6.827 / 7.350 eV.

Record 3
This record from the Open Molecules 2025 dataset describes a cluster of 2 separate species, C14H30N4O4PS in total in a non-equilibrium geometry. The level of theory is ωB97M-V/def2-TZVPD.

The geometry in XYZ format:
```
54
Properties=species:S:1:pos:R:3:nbo_charge:R:1
S -4.209 -1.828 -0.172 -0.59
P -2.844 -0.916 0.882 0.89
O 4.566 -4.759 0.791 -0.49
O 3.994 -2.914 -0.320 -0.49
O 2.412 -4.098 0.766 -0.57
O 2.192 1.067 -0.870 -0.39
N -3.804 3.567 -0.695 -0.85
N -3.691 2.339 1.296 -0.87
N 0.935 0.885 -0.665 0.01
N -5.072 1.562 -0.543 -0.85
C 0.284 3.035 0.256 -0.61
C -0.891 0.964 1.072 -0.45
C 0.492 -0.521 -0.871 0.11
C 0.462 1.528 0.583 0.12
C 1.454 1.455 1.733 -0.62
C 3.544 -3.939 0.445 0.97
C -3.799 2.173 -0.152 0.42
C 1.011 -1.499 0.176 -0.64
C -1.813 0.350 0.006 -0.32
C -1.020 -0.509 -1.041 -0.42
C 1.077 -0.977 -2.217 -0.60
C 5.424 -2.933 -0.301 -0.10
C 5.720 -4.379 0.036 -0.10
C -2.605 1.417 -0.787 -0.44
H 5.783 -5.011 -0.852 0.19
H 5.774 -2.243 0.468 0.19
H 0.443 -1.508 1.102 0.20
H 2.114 -1.254 -2.063 0.22
H -4.251 1.630 1.762 0.36
H 0.549 -1.867 -2.546 0.21
H -1.868 2.128 -1.146 0.21
H -5.727 1.631 0.229 0.36
H 1.059 -0.174 -2.948 0.22
H -0.654 0.168 1.783 0.20
H 6.622 -4.506 0.629 0.21
H -4.166 3.214 1.512 0.37
H 5.822 -2.625 -1.264 0.21
H -3.465 3.544 -1.653 0.36
H 0.936 -2.492 -0.249 0.24
H 1.627 0.439 2.076 0.21
H 2.389 1.938 1.481 0.23
H -3.288 -0.391 2.111 -0.04
H -1.214 -0.082 -2.020 0.22
H -1.384 1.738 1.643 0.26
H -3.088 4.086 -0.188 0.36
H 2.064 -1.341 0.371 0.23
H -5.487 2.136 -1.269 0.37
H -1.863 -1.861 1.249 -0.03
H 1.264 3.502 0.331 0.22
H -0.352 3.523 0.986 0.21
H 1.028 2.003 2.571 0.21
H -1.431 -1.516 -1.078 0.24
H -3.002 0.926 -1.672 0.24
H -0.052 3.192 -0.763 0.21
```

The spin multiplicity is 2. The largest force on an atom is 2.12 eV/A. As for the expectation value of S²: 0.754. The HOMO-LUMO gap (spin up / spin down) comes out at 8.658 / 8.379 eV.

Record 4
This record from the Open Molecules 2025 dataset describes a cluster of 7 separate species, H15NO6 in total in a non-equilibrium geometry. The level of theory is ωB97M-V/def2-TZVPD.

The geometry in XYZ format:
```
22
Properties=species:S:1:pos:R:3:nbo_charge:R:1
O -0.278 1.418 2.664 -0.95
O -1.475 1.026 -0.078 -0.97
O -1.513 -1.607 3.623 -0.94
O 1.449 -1.223 0.793 -1.01
O 0.334 -1.722 -1.791 -0.99
O -1.374 0.356 -3.453 -0.97
N 1.966 0.999 -0.767 -1.09
H 0.667 -2.614 -2.051 0.48
H -0.205 2.382 2.678 0.46
H -1.090 0.275 -0.527 0.49
H -2.425 -1.667 3.858 0.46
H 2.349 0.652 -1.639 0.38
H 0.669 -1.588 -0.890 0.50
H 1.471 -0.351 0.399 0.49
H 1.269 1.702 -0.999 0.38
H -0.221 1.258 1.714 0.49
H -1.513 -0.720 3.237 0.48
H 2.714 1.468 -0.280 0.37
H -1.310 0.566 -4.410 0.47
H -2.374 1.111 -0.410 0.48
H -1.008 -0.542 -3.320 0.49
H 1.899 -1.181 1.648 0.49
```

The SMILES is N.O.O.O.O.O.O. The largest force on an atom is 1.27 eV/A. The HOMO-LUMO gap comes out at 11.347 eV.

Record 5
This record from the Open Molecules 2025 dataset describes an isolated molecule of C21H28N2O5S. The level of theory is ωB97M-V/def2-TZVPD.

The geometry in XYZ format:
```
57
Properties=species:S:1:pos:R:3:nbo_charge:R:1
S -0.047 -1.866 -3.090 2.16
O -0.382 1.763 3.123 -0.62
O -1.728 -2.390 0.928 -0.62
O 0.491 -3.097 -3.586 -0.92
O 0.051 -0.402 2.729 -0.50
O 0.532 -0.646 -3.608 -0.99
N -1.465 -0.285 0.175 -0.45
N 2.147 0.708 -1.507 -0.54
C 0.406 0.859 2.993 0.82
C 2.509 1.196 0.658 -0.13
C 1.901 0.987 3.106 -0.50
C 2.989 -0.258 -1.036 0.10
C -1.643 1.144 0.334 -0.22
C -1.867 -1.780 -3.297 -0.65
C 3.256 0.021 0.326 -0.04
C 4.130 -0.811 1.029 -0.21
C -1.211 -0.747 -1.179 -0.05
C -2.380 -1.436 -1.905 -0.42
C -3.091 3.145 -0.001 -0.60
C 2.478 1.877 1.987 -0.40
C 4.381 -2.169 -0.961 -0.21
C -0.061 -1.737 -1.286 -0.67
C -3.031 1.625 -0.123 -0.22
C -4.129 0.974 0.712 -0.62
C 1.859 1.570 -0.484 -0.02
C 4.680 -1.891 0.377 -0.24
C -1.331 -0.735 2.599 -0.18
C 3.538 -1.358 -1.687 -0.23
C -1.565 -1.208 1.159 0.67
H -2.906 3.449 1.026 0.21
H -4.071 3.510 -0.298 0.21
H 4.825 -3.033 -1.431 0.22
H -5.110 1.259 0.338 0.22
H 3.295 -1.563 -2.719 0.23
H -3.255 -0.788 -1.951 0.22
H -2.648 -2.335 -1.350 0.24
H 1.233 2.427 -0.647 0.21
H -0.872 1.652 -0.251 0.20
H -4.053 -0.111 0.681 0.21
H -1.955 0.110 2.901 0.22
H -2.213 -2.738 -3.667 0.25
H -3.174 1.354 -1.174 0.19
H -1.507 1.439 1.371 0.24
H 1.886 2.792 1.920 0.23
H 2.117 1.452 4.070 0.24
H -0.926 0.138 -1.758 0.23
H -0.298 -2.703 -0.853 0.27
H -4.055 1.296 1.749 0.21
H 2.342 -0.007 3.069 0.23
H -1.516 -1.590 3.255 0.22
H 3.498 2.150 2.271 0.22
H 5.358 -2.544 0.906 0.21
H 1.733 0.693 -2.428 0.45
H 0.886 -1.367 -0.912 0.27
H 4.381 -0.606 2.059 0.21
H -2.067 -1.000 -4.027 0.25
H -2.344 3.614 -0.637 0.21
```

The SMILES is CC(C)CN(C(=O)COC(=O)CCc1c[nH]c2ccccc12)[C@@H]1CCS(=O)(=O)C1. The largest force on an atom is 0.82 eV/A. The HOMO-LUMO gap comes out at 8.538 eV.

Which ΔE to the lowest compared entry with this formula, charge and spin belongs to each record? In order, 153.5; 524.2; 0.0; 75.3; 13.2 kJ/mol.
Which calculated total energy belongs to each record? In order, -797.97168; -650.05236; -1810.91010; -515.19078; -1700.96024 Ha.